1.
The following is a DFT calculation (ωB97M-V/def2-TZVPD) of a cluster of 7 separate species, C42H85N4O10 in total.

Output
* net charge: -2
* LUMO (alpha / beta): 3.529 / 2.654 eV
* gap between HOMO and LUMO (alpha / beta): 5.406 / 4.457 eV
* max |F|: 0.0790 hartree/bohr
* HOMO level (alpha / beta): -0.0690 / -0.0662 Ha
* multiplicity: 2
* expectation value of S²: 0.759

Each line ends with the Mulliken charge.
Atoms and positions in Å:
H (1.776, 2.165, 0.741)  0.287
H (4.020, 4.034, -0.637)  0.322
H (3.307, 2.735, 1.395)  0.673
C (-1.229, -3.213, -4.128)  -2.158
H (-4.870, 3.800, -1.122)  0.454
C (-6.515, 1.719, -0.285)  -1.819
H (0.146, -7.549, -3.706)  0.358
H (-6.662, -0.127, -2.828)  0.285
H (4.536, -0.186, 6.551)  0.473
H (2.364, -5.599, -0.245)  0.514
C (-1.199, 6.330, 0.549)  -2.011
C (-3.768, -0.863, -3.110)  -1.578
C (-0.261, 0.558, -1.079)  0.269
C (-1.890, 0.392, -5.916)  0.719
O (0.823, -2.712, -2.311)  0.182
N (1.810, -1.101, 4.789)  0.483
H (-7.174, 1.823, -1.146)  0.259
H (0.222, 6.995, 2.674)  0.469
C (-4.572, -0.513, 0.618)  -1.161
C (4.330, 0.032, -1.751)  0.606
H (2.285, -0.637, 8.151)  0.390
H (2.047, -2.159, 7.190)  0.430
H (1.249, 0.750, 2.901)  0.749
H (2.945, 1.044, 3.102)  0.264
H (-6.257, -1.914, -2.757)  0.346
H (-6.654, -0.856, -1.322)  0.435
H (-5.571, -0.817, 0.929)  0.421
H (3.186, 6.201, 0.470)  0.487
H (0.278, -1.873, 4.922)  0.404
H (-2.761, -0.587, -2.798)  -0.076
C (4.677, -0.664, 4.528)  -0.779
H (2.179, -6.001, -4.014)  0.414
C (3.965, -0.804, 5.858)  -1.375
H (-1.518, 4.095, 1.591)  0.139
H (4.146, -2.472, 3.570)  0.450
H (0.832, -0.928, 7.307)  0.429
O (-0.112, 0.311, -2.301)  -0.395
H (2.035, -3.225, 2.871)  0.644
C (2.395, -1.107, 3.434)  1.601
C (2.444, -0.448, 5.899)  1.677
H (-1.879, 5.824, -0.135)  0.311
C (0.458, -0.413, -0.131)  0.007
H (-2.065, -1.614, -6.631)  0.125
H (-1.023, -0.595, -7.585)  0.281
C (1.598, -5.026, -0.767)  -1.480
H (1.631, -4.126, -0.153)  0.074
H (0.701, -5.595, -0.525)  0.326
C (2.097, 6.071, 2.435)  -0.463
H (2.364, 0.240, 1.732)  -0.035
H (3.273, -3.286, -2.103)  0.359
H (-3.343, 3.247, -0.629)  0.420
C (-0.709, 4.594, 2.125)  -1.208
C (0.231, -6.601, -3.174)  -0.888
H (2.585, 1.719, 5.168)  0.341
H (3.179, -3.893, -3.681)  0.434
N (0.741, 4.848, 0.066)  0.216
C (-4.753, -0.379, -2.016)  1.080
N (-4.510, 1.055, -1.778)  0.562
H (-0.191, 3.276, -0.290)  0.265
C (-0.683, -4.283, -3.213)  2.747
H (-0.046, -6.808, -2.140)  0.286
H (-0.601, -3.155, -5.017)  0.524
C (2.241, 1.071, 5.975)  -1.879
H (-1.187, -2.235, -3.651)  0.074
C (2.950, 4.117, -0.827)  -2.070
H (-3.880, -1.936, -3.262)  0.367
C (2.268, 3.013, 1.217)  -1.723
N (0.700, -3.890, -2.906)  -0.315
C (-1.938, -0.594, -6.993)  -0.954
H (1.191, 1.345, 5.869)  0.401
H (-1.551, -3.612, -1.237)  -0.028
H (4.850, 0.393, 4.325)  0.307
C (-0.689, -5.701, -3.867)  -1.193
H (2.828, 5.011, -1.440)  0.651
C (-4.312, 1.026, 0.586)  -1.329
H (4.369, -1.103, 2.446)  0.143
H (-2.623, -4.054, -2.412)  0.581
H (2.209, -6.866, -2.410)  0.401
C (3.927, -1.420, 3.391)  -0.908
H (-3.275, 1.247, 0.838)  0.081
C (0.780, 6.540, 1.855)  -1.546
H (-0.016, 3.824, 2.463)  0.046
H (1.959, -2.150, 1.425)  0.053
C (-0.083, 5.504, 1.077)  1.975
C (2.227, 0.277, 2.813)  -1.624
H (0.657, -2.331, 2.479)  0.422
H (3.874, 5.125, 1.615)  0.316
H (-6.844, 2.402, 0.499)  0.466
H (-1.735, -5.275, -1.530)  0.338
O (0.457, -0.940, 4.787)  -0.471
H (1.010, 7.357, 1.171)  0.408
H (0.577, -2.874, -1.398)  0.045
H (-3.107, -0.995, -0.683)  -0.350
O (4.328, -1.036, -2.378)  -0.775
O (-0.971, 1.514, -0.687)  -1.032
H (4.137, -1.800, 6.267)  0.424
H (5.993, 0.796, -0.723)  0.368
H (-4.540, -2.140, -0.815)  0.597
H (-4.085, -0.529, -4.098)  0.508
C (-4.972, 1.752, -0.538)  2.443
H (-0.789, 7.131, -0.066)  0.460
H (2.594, 3.278, -1.424)  0.203
H (-3.989, -1.044, 1.371)  0.496
H (-1.892, 6.659, 1.323)  0.395
H (1.928, 3.055, 2.252)  0.130
H (-2.226, -3.529, -4.434)  0.481
C (-4.189, -1.110, -0.755)  -0.542
O (3.557, 0.917, -2.036)  -0.570
H (-2.760, -0.427, -7.690)  0.369
H (1.512, -0.293, -0.379)  -0.017
C (1.909, -1.078, 7.228)  -2.061
O (-1.062, 0.247, -5.012)  -0.446
O (0.036, 4.021, -0.852)  -0.364
C (-4.399, 3.168, -0.369)  -2.212
C (-6.162, -0.933, -2.291)  -1.433
C (2.913, 5.482, 1.243)  -1.590
C (1.750, -4.797, -2.350)  2.092
H (-0.975, 5.136, 3.033)  0.430
H (5.723, -0.970, 4.514)  0.487
H (-6.792, 0.796, 0.224)  0.357
H (2.487, 1.459, 6.963)  0.440
H (2.799, 6.858, 2.712)  0.418
C (3.103, -4.217, -2.643)  -2.154
C (2.131, 4.358, 0.453)  2.151
H (5.848, -0.829, -0.451)  0.319
C (-1.629, -4.327, -2.056)  -1.763
H (4.711, 0.081, 0.432)  -0.145
H (-0.667, -5.736, -4.956)  0.380
H (-1.579, -6.300, -3.677)  0.340
O (-2.568, 1.382, -6.046)  -0.700
H (1.876, 5.380, 3.249)  0.254
H (0.063, -1.428, -0.188)  0.175
C (5.216, 0.055, -0.533)  -0.765
H (-5.684, 1.510, -3.119)  0.386
H (3.937, -4.894, -2.459)  0.364
O (-4.760, 1.734, -2.981)  -0.459
C (1.744, -2.246, 2.490)  -1.895
H (-4.775, 1.445, 1.480)  0.598
H (-4.643, 3.646, 0.580)  0.379
H (0.231, -0.068, 0.878)  0.463
C (1.706, -6.133, -3.041)  -1.232

---

2.
The following is a DFT calculation (ωB97M-V/def2-TZVPD) of a structure of composition C22H17BrN3O4Ru.

Output
* LUMO (alpha / beta): -0.050 / -0.831 eV
* gap between HOMO and LUMO (alpha / beta): 7.636 / 6.759 eV
* max |F|: 0.0133 hartree/bohr
* relative energy (zero: lowest compared OMol25 entry of this formula, charge and spin): 0.0 kcal/mol
* HOMO level (alpha / beta): -0.2824 / -0.2789 Ha
* multiplicity: 2
* expectation value of S²: 0.756

Each line ends with the Mulliken charge.
Atoms and positions in Å:
H (3.983, 0.807, -0.262)  0.433
H (2.102, -3.331, -0.118)  0.189
H (0.307, 5.989, -3.046)  0.399
N (1.899, 1.141, -0.429)  0.296
N (-0.442, 0.092, 1.658)  0.381
Ru (0.103, 0.035, -0.547)  0.192
C (-0.664, 2.752, -3.391)  -0.482
O (-1.351, -1.345, -0.721)  -0.678
C (0.282, 4.922, -2.878)  -0.631
C (-2.197, 1.077, 2.976)  -0.900
H (-1.368, 2.125, -3.921)  0.415
C (0.119, -0.295, 2.805)  0.163
C (2.092, 2.297, -0.942)  -0.049
C (2.872, -0.990, -0.776)  -0.705
H (-3.392, -5.019, 0.729)  0.382
H (-3.139, 1.606, 2.947)  0.529
C (-1.563, 0.714, 4.146)  -0.313
C (1.100, 2.950, -1.754)  0.406
C (1.147, 4.331, -1.989)  -0.696
O (0.186, 0.818, -2.372)  -0.903
H (3.079, 2.757, -0.855)  0.323
C (3.034, 0.325, -0.015)  -0.547
C (-0.066, -4.547, 0.528)  -0.788
H (-1.314, 4.571, -4.276)  0.374
C (-0.038, -3.229, 0.022)  0.700
C (-0.624, 4.113, -3.577)  -0.503
H (2.991, 0.150, 1.058)  0.050
C (-1.263, -2.545, -0.238)  0.569
C (-0.380, 0.005, 4.060)  -0.734
H (2.997, -0.785, -1.842)  0.258
H (-3.393, -2.726, -0.179)  0.504
H (3.602, -1.745, -0.474)  0.360
C (-2.467, -3.244, 0.028)  -0.554
H (1.875, 4.929, -1.452)  0.399
N (1.499, -1.442, -0.571)  0.367
O (-3.434, 1.634, 0.561)  -0.703
H (0.149, -0.333, 4.938)  0.440
C (-2.452, -4.518, 0.530)  -0.413
H (-1.251, -6.194, 1.190)  0.408
C (-1.244, -5.189, 0.792)  -0.722
C (-1.607, 0.767, 1.765)  0.495
O (-1.500, 1.312, -0.522)  -0.414
Br (1.659, -1.397, 2.800)  -0.098
C (-2.275, 1.271, 0.492)  0.397
H (0.879, -5.047, 0.714)  0.324
H (-1.981, 0.965, 5.112)  0.423
C (1.251, -2.658, -0.232)  -0.165
C (0.198, 2.128, -2.472)  0.821

---

3.
The following is a DFT calculation (ωB97M-V/def2-TZVPD) of a structure of composition C60H41Cl2IrN8O10Sb.

Output
* LUMO (alpha / beta): -1.283 / -3.104 eV
* gap between HOMO and LUMO (alpha / beta): 5.707 / 5.174 eV
* max |F|: 0.0537 hartree/bohr
* HOMO level (alpha / beta): -0.2569 / -0.3042 Ha
* multiplicity: 6
* expectation value of S²: 8.864

Each line ends with the Mulliken charge.
Atoms and positions in Å:
C (-4.664, -1.839, 1.672)  -1.040
C (6.030, -4.001, -2.061)  -0.724
C (3.847, -4.886, -2.500)  -0.311
C (1.830, -0.403, 1.697)  0.295
Ir (0.459, -0.125, 0.224)  2.605
C (-2.990, -0.207, 1.128)  0.101
H (-3.144, 3.768, 2.620)  0.301
C (5.222, -5.014, -2.550)  -0.790
H (-3.402, -5.488, -0.300)  0.565
C (-0.807, 3.113, -0.008)  0.386
H (-1.381, -6.725, -3.416)  0.467
C (-2.908, 0.048, -2.740)  1.091
O (3.187, 6.417, -1.595)  -0.647
C (-3.983, 0.548, 4.557)  -0.395
N (1.902, 2.185, 0.697)  0.607
C (-0.379, 2.921, -1.326)  -0.847
H (-1.888, 0.099, 4.424)  0.331
H (-5.464, 3.293, 3.260)  0.458
C (0.109, 7.009, 4.639)  -0.539
C (-4.458, -1.787, -2.854)  0.952
C (-2.033, -0.961, 1.806)  0.618
O (3.772, 5.806, -3.570)  -0.666
Cl (-2.477, 1.624, -3.255)  -0.207
C (-0.390, 3.970, -2.224)  -0.906
C (-1.294, 4.370, 0.350)  -0.569
H (3.677, -0.279, 0.632)  0.340
N (1.464, -4.171, -0.439)  0.080
C (5.456, -2.853, -1.543)  -0.924
Cl (-5.894, -2.455, -3.525)  -0.229
C (-0.574, 4.719, 4.866)  -0.914
C (-4.295, -0.652, 1.059)  -0.628
C (-1.290, 5.415, -0.549)  -1.284
H (5.660, -5.908, -2.967)  0.434
C (-4.028, -3.824, -1.483)  -1.304
C (-2.408, -2.159, 2.423)  -0.277
C (3.418, -0.848, 3.958)  -0.911
H (-3.999, -3.526, 2.813)  0.451
C (-4.989, 1.440, 4.226)  -0.666
H (3.721, 3.437, -4.016)  0.654
C (-3.692, -2.532, -1.928)  0.433
O (1.750, 2.956, 1.708)  -0.758
O (0.965, -3.227, 1.593)  -0.611
N (-0.721, -0.509, 1.916)  1.724
N (3.387, 5.568, -2.443)  1.092
O (-0.763, 2.101, 0.871)  0.388
C (-2.087, -0.608, -1.778)  -1.417
H (2.078, -3.349, -4.401)  0.529
H (-0.729, 6.177, 6.424)  0.414
C (-3.174, -4.490, -0.641)  -1.538
C (3.141, 4.202, -2.091)  -1.016
C (-0.614, -5.999, -3.638)  -1.022
H (-5.685, -2.184, 1.606)  0.455
N (3.394, 0.830, -3.629)  0.973
C (-0.187, 4.468, 3.556)  0.518
C (0.505, 6.757, 3.336)  -0.768
N (-1.708, -2.617, -0.572)  1.175
C (1.330, -4.099, -4.193)  -0.002
C (-0.429, 5.987, 5.404)  -0.572
C (-2.672, 0.806, 4.188)  -0.230
H (0.232, 7.997, 5.058)  0.383
H (7.104, -4.109, -2.089)  0.406
C (-3.716, -2.590, 2.351)  -1.297
C (3.353, 3.191, -3.030)  -0.871
C (-2.378, 1.962, 3.491)  0.267
O (0.951, -1.534, -2.614)  -0.672
H (4.056, -1.010, 4.812)  0.409
N (-0.092, -0.849, 2.994)  -1.037
C (1.021, -4.416, -2.873)  -0.371
C (3.997, -0.644, 2.710)  -1.095
H (-1.328, -4.310, 0.480)  0.532
C (-4.057, -0.531, -3.256)  -0.699
H (-2.706, 0.733, 0.682)  -0.287
H (3.635, -1.813, -1.114)  -0.235
C (1.243, -0.691, 2.960)  0.151
C (2.388, 2.592, -0.465)  0.185
H (-6.008, 1.243, 4.525)  0.416
C (1.139, -3.146, 0.398)  -1.259
C (-0.277, -5.714, -4.949)  -0.553
C (3.097, 1.875, -2.690)  -0.361
O (3.333, 1.100, -4.811)  -0.673
H (-4.214, -0.356, 5.101)  0.439
H (6.085, -2.057, -1.174)  0.476
C (3.269, -3.738, -1.971)  -0.082
H (1.574, -1.072, 5.045)  0.573
O (2.141, 0.354, -1.158)  0.049
C (0.036, -5.354, -2.600)  -0.043
H (-0.209, -5.586, -1.575)  0.410
O (-1.107, -0.038, -1.244)  0.257
H (2.547, 4.708, -0.095)  0.650
H (-0.044, 1.942, -1.632)  0.547
H (-0.806, 6.050, -2.534)  0.471
H (-0.034, 3.803, -3.230)  0.614
C (2.531, 1.515, -1.434)  -0.219
C (-0.828, 5.227, -1.840)  -0.987
C (1.762, -3.697, -1.779)  2.593
C (0.370, 5.487, 2.799)  0.008
C (3.206, -0.431, 1.590)  0.304
C (2.048, -0.878, 4.095)  -0.694
H (-0.761, -6.240, -5.760)  0.420
C (-2.497, -1.960, -1.419)  -0.303
H (-1.673, 4.521, 1.350)  0.593
Sb (-0.239, 2.361, 2.941)  1.298
N (0.974, -2.009, -0.373)  0.714
H (-4.640, 0.023, -3.973)  0.567
H (-1.644, -2.725, 2.936)  0.580
H (0.698, 5.293, 1.787)  0.342
C (-4.686, 2.593, 3.522)  -0.781
O (3.727, -0.246, -3.183)  -0.460
C (2.700, 3.915, -0.809)  -0.273
C (-2.014, -3.836, -0.208)  -0.407
H (0.932, 7.548, 2.737)  0.461
H (-1.636, 6.386, -0.233)  0.474
C (4.080, -2.717, -1.495)  0.314
H (1.894, -5.007, -0.079)  0.411
H (-0.980, 3.919, 5.473)  0.342
H (3.217, -5.680, -2.877)  0.467
H (0.939, -4.517, -6.249)  0.446
H (-5.029, -0.069, 0.522)  0.576
C (1.200, -2.257, -1.685)  0.083
C (-3.374, 2.859, 3.160)  -0.344
H (-4.956, -4.271, -1.810)  0.492
H (5.071, -0.651, 2.597)  0.537
C (0.685, -4.755, -5.226)  -0.976

---

4.
The following is a DFT calculation (ωB97M-V/def2-TZVPD) of an isolated molecule of C7H12O.

Output
* LUMO: 0.889 eV
* gap between HOMO and LUMO: 9.695 eV
* max |F|: 0.0197 hartree/bohr
* relative energy (zero: lowest compared OMol25 entry of this formula, charge and spin): 27.5 kcal/mol
* SMILES: CCC/C=C/C=C/O
* HOMO level: -0.3236 Ha

Each line ends with the Mulliken charge.
Atoms and positions in Å:
H (2.189, 1.725, -1.709)  0.325
H (2.167, 1.723, 1.356)  0.303
C (-0.846, -1.204, -0.365)  -0.371
C (2.672, 1.668, 0.401)  -1.163
H (2.160, -0.672, -0.716)  0.311
C (1.283, -0.045, -0.892)  -0.560
C (-3.119, -1.013, 0.557)  -0.087
H (-0.882, -1.547, -1.402)  0.309
H (-4.837, -0.890, 1.485)  0.329
H (1.040, -0.296, -1.925)  0.319
C (0.180, -0.453, 0.012)  -0.069
H (-3.373, -0.073, 0.102)  0.320
H (3.472, 0.925, 0.437)  0.320
H (0.199, -0.085, 1.030)  0.308
H (0.841, 2.051, -0.662)  0.300
H (-1.931, -2.585, 1.052)  0.306
C (1.722, 1.404, -0.768)  -0.466
O (-4.163, -1.557, 1.282)  -0.491
H (3.204, 2.605, 0.259)  0.353
C (-1.978, -1.681, 0.466)  -0.597

---

| no. | E_tot (eV) |
| --- | --- |
| 1 | -71358.2697 |
| 2 | -108375.7454 |
| 3 | -129691.9702 |
| 4 | -9499.6265 |